--- i ---
# C4H7NO

One molecule with the formula C4H7NO (the ωB97M-V functional and the def2-TZVPD basis, the Open Molecules 2025 dataset).

structure (SMILES) = C[C@H]1CC(=O)N1
orbital gap = 10.60 eV

Each line ends with the natural charge from an NBO analysis.
Geometry (Å):
1 C 0.20 1.48 0.63  -0.63
2 C 0.51 0.08 0.15  -0.05
3 C -0.49 -1.03 0.40  -0.52
4 C -0.64 -1.25 -1.09  0.70
5 O -1.35 -1.93 -1.78  -0.54
6 N 0.21 -0.18 -1.40  -0.69
7 H 1.00 2.21 0.43  0.22
8 H -0.70 1.83 0.13  0.22
9 H 0.03 1.50 1.72  0.22
10 H 1.54 -0.20 0.49  0.18
11 H -0.09 -1.91 0.90  0.23
12 H -1.40 -0.66 0.88  0.23
13 H 1.17 0.06 -1.46  0.43

--- ii ---
# C4H7NO

One molecule with the formula C4H7NO (the ωB97M-V functional and the def2-TZVPD basis, the Open Molecules 2025 dataset).

structure (SMILES) = C[C@H]1CN1C=O
orbital gap = 10.76 eV

Each line ends with the natural charge from an NBO analysis.
Geometry (Å):
1 C -1.38 -0.10 0.65  -0.63
2 C -0.33 -0.80 -0.18  -0.05
3 C 0.30 -0.12 -1.36  -0.24
4 N 1.05 -0.36 -0.15  -0.44
5 C 1.56 0.67 0.61  0.53
6 O 2.10 1.65 0.16  -0.56
7 H -1.28 -0.35 1.71  0.22
8 H -2.38 -0.40 0.33  0.23
9 H -1.30 0.99 0.55  0.22
10 H -0.43 -1.89 -0.23  0.20
11 H 0.60 -0.70 -2.23  0.21
12 H 0.02 0.91 -1.55  0.21
13 H 1.46 0.49 1.70  0.11

Which structure loses on stability? i does.

--- i ---
# C4H7NO

C4H7NO as an isolated structure (the ωB97M-V functional and the def2-TZVPD basis, the Open Molecules 2025 dataset).

orbital gap = 9.26 eV

Each line ends with the natural charge from an NBO analysis.
Geometry (Å):
1 O 1.20 -0.48 1.52  -0.69
2 C 0.40 -0.17 0.43  0.18
3 C -0.51 -1.07 -0.40  -0.28
4 N -0.96 0.29 -0.87  -0.32
5 C -0.80 0.78 0.54  -0.24
6 C 0.92 0.55 -0.82  -0.38
7 H 1.96 -0.99 1.21  0.48
8 H -0.03 -1.70 -1.16  0.20
9 H -1.32 -1.59 0.12  0.20
10 H -0.60 1.85 0.60  0.19
11 H -1.66 0.49 1.14  0.18
12 H 0.22 0.43 -1.71  0.32
13 H 1.18 1.60 -0.59  0.18

--- ii ---
# C4H7NO

One molecule with the formula C4H7NO (the ωB97M-V functional and the def2-TZVPD basis, the Open Molecules 2025 dataset).

structure (SMILES) = CC(C)=NC=O
orbital gap = 10.26 eV

Each line ends with the natural charge from an NBO analysis.
Geometry (Å):
1 C 0.51 0.80 -2.15  0.52
2 C -0.06 -0.13 0.18  0.38
3 C 0.94 0.05 1.21  -0.69
4 C -1.39 -0.78 0.56  -0.67
5 N 0.12 0.23 -1.02  -0.45
6 O 1.22 0.43 -3.07  -0.60
7 H -0.03 1.80 -2.04  0.11
8 H 0.60 0.54 2.05  0.23
9 H 1.72 0.74 0.84  0.23
10 H 1.51 -0.75 1.44  0.24
11 H -1.97 -0.95 -0.45  0.24
12 H -1.97 -0.28 1.35  0.23
13 H -1.20 -1.69 1.11  0.23

Which structure loses on stability? i does.

--- i ---
# C4H7NO

One molecule with the formula C4H7NO (the ωB97M-V functional and the def2-TZVPD basis, the Open Molecules 2025 dataset).

structure (SMILES) = CO[C@@H](C)C#N
orbital gap = 11.19 eV

Each line ends with the natural charge from an NBO analysis.
Geometry (Å):
1 C 1.98 0.37 0.18  -0.26
2 O 1.05 -0.68 -0.10  -0.53
3 C -0.28 -0.38 -0.53  0.02
4 C -1.65 -0.79 0.25  -0.61
5 C -0.58 1.02 -0.38  0.24
6 N -0.83 2.04 0.11  -0.33
7 H 1.48 1.33 0.34  0.20
8 H 2.71 0.51 -0.63  0.18
9 H 2.52 0.10 1.09  0.19
10 H -0.38 -0.88 -1.50  0.22
11 H -1.69 -1.86 0.36  0.22
12 H -1.84 -0.30 1.22  0.23
13 H -2.50 -0.47 -0.39  0.23

--- ii ---
# C4H7NO

One molecule with the formula C4H7NO (the ωB97M-V functional and the def2-TZVPD basis, the Open Molecules 2025 dataset).

structure (SMILES) = CCC1=NOC1
orbital gap = 10.54 eV

Each line ends with the natural charge from an NBO analysis.
Geometry (Å):
1 C -2.01 -0.80 0.51  -0.15
2 C -1.46 0.48 0.09  0.16
3 C -0.02 0.88 0.41  -0.45
4 C 1.06 0.29 -0.56  -0.61
5 N -2.57 0.85 -0.49  -0.08
6 O -3.28 -0.34 -0.08  -0.38
7 H -1.62 -1.74 0.09  0.20
8 H -2.12 -0.94 1.58  0.20
9 H 0.11 0.48 1.44  0.22
10 H 0.01 2.03 0.47  0.23
11 H 1.07 0.97 -1.46  0.22
12 H 0.73 -0.75 -0.88  0.21
13 H 2.09 0.35 -0.16  0.22

Which structure loses on stability? ii does.

--- i ---
# C4H7NO

One molecule with the formula C4H7NO (the ωB97M-V functional and the def2-TZVPD basis, the Open Molecules 2025 dataset).

orbital gap (spin up / spin down) = 7.34 / 7.44 eV

Each line ends with the natural charge from an NBO analysis.
Geometry (Å):
1 C -0.51 2.00 0.91  -0.67
2 C -0.51 0.59 0.39  0.59
3 O -1.45 -0.19 0.69  -0.64
4 N 0.50 0.26 -0.43  -0.54
5 C 1.14 -1.92 -0.53  0.03
6 C 0.17 -1.05 -1.03  -0.43
7 H -1.40 2.52 0.54  0.23
8 H -0.59 1.98 2.01  0.23
9 H 0.38 2.55 0.61  0.23
10 H 1.32 -1.91 0.55  0.20
11 H 1.78 -2.57 -1.13  0.19
12 H -0.84 -1.24 -0.47  0.35
13 H 0.02 -1.04 -2.12  0.23

--- ii ---
# C4H7NO

One molecule with the formula C4H7NO (the ωB97M-V functional and the def2-TZVPD basis, the Open Molecules 2025 dataset).

structure (SMILES) = C[C@H]1CN1C=O
orbital gap = 11.06 eV

Each line ends with the natural charge from an NBO analysis.
Geometry (Å):
1 C -1.22 -0.26 1.30  -0.61
2 C -0.50 -0.22 -0.02  -0.07
3 C -0.12 1.03 -0.68  -0.24
4 N 0.90 0.26 0.06  -0.50
5 C 1.81 -0.46 -0.76  0.56
6 O 1.52 -1.12 -1.73  -0.55
7 H -0.89 -1.13 1.88  0.22
8 H -0.99 0.64 1.88  0.22
9 H -2.30 -0.33 1.16  0.22
10 H -0.64 -1.07 -0.69  0.22
11 H -0.05 1.03 -1.77  0.21
12 H -0.37 1.99 -0.23  0.21
13 H 2.85 -0.36 -0.40  0.12

Which structure loses on stability? i does.

--- i ---
# C5H10Cl10

A 5-piece molecular cluster, C5H10Cl10 overall (the ωB97M-V functional and the def2-TZVPD basis, the Open Molecules 2025 dataset).

structure (SMILES) = ClCCl.ClCCl.ClCCl.ClCCl.ClCCl
orbital gap = 11.22 eV

Each line ends with the natural charge from an NBO analysis.
Geometry (Å):
1 C 13.06 -18.97 6.07  -0.40
2 Cl 13.10 -20.32 4.93  -0.02
3 Cl 13.66 -19.42 7.67  -0.02
4 H 13.69 -18.17 5.70  0.22
5 H 12.04 -18.63 6.17  0.23
6 C 14.18 -15.33 9.60  -0.40
7 Cl 13.32 -13.98 10.35  -0.03
8 Cl 13.77 -16.88 10.34  -0.02
9 H 13.90 -15.36 8.56  0.22
10 H 15.25 -15.18 9.71  0.22
11 C 5.71 -13.37 8.60  -0.40
12 Cl 7.26 -14.15 8.97  -0.04
13 Cl 4.37 -14.47 8.77  -0.01
14 H 5.57 -12.55 9.29  0.23
15 H 5.74 -13.03 7.57  0.22
16 C 9.98 -16.49 8.80  -0.39
17 Cl 9.92 -18.17 9.35  -0.02
18 Cl 11.32 -16.20 7.70  -0.04
19 H 9.06 -16.26 8.28  0.23
20 H 10.09 -15.85 9.67  0.23
21 C 7.37 -20.81 9.60  -0.40
22 Cl 8.04 -21.45 11.10  -0.02
23 Cl 7.88 -21.75 8.20  -0.02
24 H 6.29 -20.84 9.66  0.22
25 H 7.71 -19.79 9.47  0.23

--- ii ---
# C5H10Cl10

A 5-piece molecular cluster, C5H10Cl10 overall (the ωB97M-V functional and the def2-TZVPD basis, the Open Molecules 2025 dataset).

structure (SMILES) = ClCCl.ClCCl.ClCCl.ClCCl.ClCCl
orbital gap = 11.16 eV

Each line ends with the natural charge from an NBO analysis.
Geometry (Å):
1 C 0.24 -0.63 4.25  -0.40
2 Cl 1.50 0.27 5.08  -0.03
3 Cl 0.49 -2.37 4.35  -0.03
4 H -0.70 -0.37 4.72  0.22
5 H 0.24 -0.35 3.21  0.23
6 C 1.28 0.50 -5.33  -0.40
7 Cl 2.78 1.40 -5.14  -0.02
8 Cl 0.24 0.67 -3.92  -0.04
9 H 0.74 0.90 -6.18  0.22
10 H 1.51 -0.54 -5.43  0.23
11 C -2.19 3.00 3.91  -0.40
12 Cl -2.07 2.04 5.38  -0.02
13 Cl -1.31 2.28 2.57  -0.03
14 H -3.23 3.09 3.64  0.22
15 H -1.76 3.97 4.12  0.23
16 C 1.29 -2.82 -2.37  -0.39
17 Cl 1.24 -4.13 -3.57  -0.04
18 Cl 2.51 -1.60 -2.77  -0.03
19 H 0.32 -2.35 -2.35  0.23
20 H 1.55 -3.24 -1.41  0.22
21 C -0.95 0.20 -0.58  -0.39
22 Cl 0.18 -0.53 0.57  -0.03
23 Cl -1.84 -1.01 -1.49  -0.02
24 H -1.67 0.79 -0.02  0.23
25 H -0.40 0.83 -1.26  0.23

--- iii ---
# C5H10Cl10

A 5-piece molecular cluster, C5H10Cl10 overall (the ωB97M-V functional and the def2-TZVPD basis, the Open Molecules 2025 dataset).

structure (SMILES) = ClCCl.ClCCl.ClCCl.ClCCl.ClCCl
orbital gap = 10.87 eV

Each line ends with the natural charge from an NBO analysis.
Geometry (Å):
1 C 3.26 -1.83 0.48  -0.38
2 Cl 2.50 -2.86 1.66  0.00
3 Cl 2.37 -1.90 -1.12  -0.05
4 H 3.29 -0.83 0.87  0.21
5 H 4.28 -2.14 0.33  0.22
6 C -2.47 1.65 -2.27  -0.41
7 Cl -2.54 1.20 -0.59  -0.01
8 Cl -3.03 3.30 -2.65  -0.03
9 H -1.45 1.50 -2.58  0.22
10 H -3.19 1.03 -2.81  0.22
11 C -1.20 -2.66 -1.21  -0.41
12 Cl -2.67 -2.86 -0.36  0.03
13 Cl -0.10 -4.09 -1.16  -0.06
14 H -1.33 -2.59 -2.31  0.22
15 H -0.59 -1.85 -0.85  0.22
16 C -0.62 -0.45 2.71  -0.36
17 Cl -1.83 -1.70 3.07  -0.01
18 Cl -1.31 1.14 3.25  -0.06
19 H 0.30 -0.53 3.25  0.22
20 H -0.44 -0.44 1.68  0.21
21 C 1.38 3.27 0.14  -0.42
22 Cl 1.35 4.58 1.22  0.01
23 Cl 0.87 3.60 -1.52  -0.02
24 H 2.38 2.98 0.19  0.21
25 H 0.80 2.49 0.58  0.22

Which structure loses on stability? iii does.

--- i ---
# C5H9ClO2

One molecule with the formula C5H9ClO2 (the ωB97M-V functional and the def2-TZVPD basis, the Open Molecules 2025 dataset).

structure (SMILES) = COC(=CCCl)OC
orbital gap = 8.66 eV

Each line ends with the natural charge from an NBO analysis.
Geometry (Å):
1 C -2.31 -0.33 -0.03  -0.26
2 C -1.02 0.55 0.02  -0.51
3 C 0.37 -1.89 -0.21  -0.23
4 C 2.37 1.70 0.21  -0.27
5 C 0.38 0.45 -0.10  0.65
6 O 1.06 -0.70 -0.18  -0.50
7 O 0.98 1.60 0.01  -0.48
8 Cl -4.29 0.32 -0.23  -0.22
9 H -2.55 -0.95 0.96  0.22
10 H -2.42 -1.07 -0.88  0.21
11 H -1.43 1.54 0.24  0.24
12 H 0.97 -2.59 0.26  0.19
13 H 0.09 -2.17 -1.17  0.18
14 H -0.48 -1.70 0.41  0.19
15 H 2.67 2.78 0.24  0.21
16 H 2.99 1.37 -0.65  0.19
17 H 2.64 1.09 1.10  0.19

--- ii ---
# C5H9ClO2

One molecule with the formula C5H9ClO2 (the ωB97M-V functional and the def2-TZVPD basis, the Open Molecules 2025 dataset).

structure (SMILES) = CC(Cl)=C(CO)CO
orbital gap = 9.57 eV

Each line ends with the natural charge from an NBO analysis.
Geometry (Å):
1 C 1.62 1.70 -0.33  -0.67
2 C 1.02 0.37 -0.21  0.03
3 C -0.28 0.02 -0.27  -0.07
4 C -1.36 1.07 -0.39  -0.10
5 C -0.85 -1.36 -0.06  -0.10
6 H 1.88 1.98 0.68  0.23
7 H 2.58 1.65 -0.88  0.23
8 H 1.01 2.47 -0.85  0.23
9 H -0.86 1.96 -0.65  0.18
10 H -2.11 0.80 -1.19  0.20
11 H -2.63 0.64 1.02  0.47
12 H -0.27 -2.04 -0.69  0.19
13 H -0.83 -1.51 1.03  0.19
14 H -2.68 -2.11 0.00  0.48
15 O -1.97 1.35 0.92  -0.72
16 O -2.22 -1.32 -0.39  -0.74
17 Cl 2.15 -0.87 0.28  -0.04

Which structure loses on stability? i does.